Formula: C5H8N2
Source: the Open Molecules 2025 dataset
Level of theory: ωB97M-V with the def2-TZVPD basis set

calculated total energy: -304.70166 a.u.
E_HOMO: -8.570 eV
LUMO level: 0.0092 Eh
SMILES string: [H]/N=N/C=C(/C)C=C
ΔE to the lowest compared entry with this formula, charge and spin: 3.6419 eV

ORCA input file:
```
! RIJCOSX wB97M-V def2-TZVPD def2/J DEFGRID3
* xyz 0 1
H -2.16230 0.87514 2.53336
N -1.29454 0.32197 2.51641
N -0.70585 0.54365 1.43247
C 0.44886 -0.12994 1.13536
C 0.66120 -0.24146 -0.19812
C 1.99886 -0.47914 -0.80552
C -0.52273 0.41125 -0.95316
C -1.79016 -0.02787 -0.97504
H 1.18001 -0.33473 1.91120
H 1.94691 -1.36829 -1.43989
H 2.76501 -0.63591 -0.04739
H 2.29086 0.35611 -1.44455
H -0.16432 1.01826 -1.77313
H -2.17533 -0.58411 -0.14392
H -2.47646 0.27506 -1.74810
*
```

Formula: C6H10
Source: the Open Molecules 2025 dataset
Level of theory: ωB97M-V with the def2-TZVPD basis set

calculated total energy: -234.50172 a.u.
E_HOMO: -8.211 eV
LUMO level: 0.0438 Eh
ΔE to the lowest compared entry with this formula, charge and spin: 2.7427 eV

ORCA input file:
```
! RIJCOSX wB97M-V def2-TZVPD def2/J DEFGRID3
* xyz 0 1
C 2.04737 -0.05714 -0.00162
C 0.57712 -0.23898 0.37462
C -0.69881 -1.18240 -0.79395
C -1.89547 -0.39472 -0.42565
C -1.65136 0.73082 0.24855
C -0.21222 1.02054 0.58440
H 2.57675 0.54767 0.75801
H 2.13397 0.47407 -0.95103
H 2.60329 -1.00087 -0.08022
H 0.54965 -0.85098 1.31084
H -0.67214 -1.30816 -1.89320
H -0.06539 -1.79176 -0.23124
H -2.88187 -0.57968 -0.87133
H -2.42578 1.45188 0.48602
H 0.17733 1.81257 -0.06874
H -0.11095 1.38417 1.61362
*
```

Formula: C6H12O
Source: the Open Molecules 2025 dataset
Level of theory: ωB97M-V with the def2-TZVPD basis set

calculated total energy: -311.00122 a.u.
E_HOMO: -9.393 eV
LUMO level: 0.0371 Eh
SMILES string: C=CCC.CC=O
ΔE to the lowest compared entry with this formula, charge and spin: 1.5796 eV

ORCA input file:
```
! RIJCOSX wB97M-V def2-TZVPD def2/J DEFGRID3
* xyz 0 1
C 0.69830 -1.42229 1.88975
C 0.03745 -0.33972 1.46547
C 0.58851 0.84770 0.72781
C 2.00092 0.67360 0.19933
H 1.75643 -1.56199 1.71188
H 0.20628 -2.27933 2.34720
H -1.01769 -0.27799 1.70461
H -0.10423 1.04108 -0.12498
H 0.51729 1.79737 1.29146
H 2.35385 1.54049 -0.36848
H 2.68046 0.52364 1.04034
H 2.09907 -0.20604 -0.44717
C -2.21654 0.32247 -1.48270
C -0.97884 -0.47107 -1.80033
O -0.69155 -1.52529 -1.27178
H -2.28610 0.40989 -0.39639
H -3.14060 -0.16409 -1.82357
H -2.16143 1.32190 -1.91893
H -0.32997 -0.07480 -2.60187
*
```

Formula: C48H85N2O15PS6
Source: the Open Molecules 2025 dataset
Level of theory: ωB97M-V with the def2-TZVPD basis set

calculated total energy: -5847.77966 a.u.
E_HOMO: -6.581 eV
LUMO level: -0.0153 Eh
SMILES string: CCP(CC)c1cc(CCCCO)c(CCCCCOC(C)=O)c2ncc(C)nc12.O=S1(=O)CCCC1.O=S1(=O)CCCC1.O=S1(=O)CCCC1.O=S1(=O)CCCC1.O=S1(=O)CCCC1.O=S1(=O)CCCC1

ORCA input file:
```
! RIJCOSX wB97M-V def2-TZVPD def2/J DEFGRID3
* xyz 0 1
C -1.68236 -1.34440 2.83141
C -2.47115 -0.04391 3.52144
P -1.91706 1.61898 2.67073
C 0.01731 1.41247 2.56796
C 0.83363 2.77783 2.97191
C -2.47890 1.57316 0.80577
C -3.49685 0.37909 0.32758
C -3.93486 0.30345 -1.25386
C -4.92314 -0.93486 -1.70926
C -6.46421 -0.39874 -1.87132
C -7.07195 0.23763 -0.48796
C -7.81996 -0.83429 0.50185
O -8.18275 -2.11540 -0.12355
C -3.32541 1.44402 -2.26198
C -3.71331 1.35193 -3.85413
C -2.70411 0.23068 -4.56094
C -1.44864 -0.21379 -3.57131
C -0.34339 -1.19460 -4.35456
C 0.76287 -1.59827 -3.16679
O 2.13701 -1.15831 -3.49173
C 2.62981 -0.55272 -2.21156
C 3.34511 -1.41808 -1.00075
O 2.46108 0.76526 -1.98030
C -2.30654 2.66488 -1.76946
N -1.81309 3.64618 -2.79434
C -0.86906 4.66711 -2.22558
C -0.46217 4.68439 -0.65068
C 0.63128 5.85833 -0.18022
N -0.93740 3.75177 0.42768
C -1.86439 2.75292 -0.20635
H -0.54087 -1.39166 3.12976
H -1.73692 -1.33721 1.65787
H -2.14677 -2.38284 3.18898
H -3.63611 -0.17446 3.54189
H -2.06334 -0.00465 4.63836
H 0.36115 0.58052 3.35199
H 0.25857 1.00084 1.48579
H 1.53554 3.02908 2.04069
H 0.15617 3.72914 3.12098
H 1.55913 2.60986 3.88345
H -3.86464 -0.40385 1.11591
H -4.91298 -1.72255 -0.81965
H -4.50353 -1.49020 -2.66880
H -6.42222 0.49312 -2.66244
H -7.18100 -1.20445 -2.35529
H -6.28174 0.85257 0.15297
H -7.89362 1.04098 -0.80576
H -7.08476 -1.03515 1.41298
H -8.78138 -0.32095 0.98437
H -8.87480 -2.55292 0.48779
H -4.81419 0.95798 -4.06162
H -3.63524 2.38302 -4.42694
H -2.32930 0.60667 -5.62654
H -3.36812 -0.72677 -4.78869
H -0.80158 0.72015 -3.20541
H -1.82289 -0.87442 -2.65004
H -0.83833 -2.16458 -4.79600
H 0.14046 -0.49502 -5.18658
H 0.46613 -1.03491 -2.15760
H 0.67902 -2.74936 -2.91281
H 2.83983 -1.21626 0.06150
H 3.26431 -2.58881 -1.15935
H 4.45757 -1.03589 -0.90114
H -0.38127 5.47806 -2.94670
H 0.74699 6.62232 -1.05939
H 1.64332 5.25830 0.00841
H 0.27173 6.40484 0.80056
O -8.20483 2.46705 -2.12535
S -8.41942 3.27588 -3.30683
O -7.47862 3.30390 -4.40890
C -10.04349 2.91928 -3.94780
C -10.95728 3.89246 -3.21797
C -10.21641 5.22874 -3.20875
C -8.77296 4.95000 -2.79303
H -10.29606 1.87343 -3.76506
H -10.03079 3.12181 -5.02291
H -11.93240 3.97209 -3.70729
H -11.12119 3.55351 -2.18808
H -10.23305 5.66192 -4.21623
H -10.68949 5.94910 -2.53407
H -8.07452 5.63478 -3.28067
H -8.65147 5.00423 -1.70769
O 0.91375 -3.08753 2.04042
S 0.64677 -4.01842 3.11666
O -0.53363 -3.92052 3.95184
C 0.75632 -5.67539 2.47010
C 2.22400 -6.04382 2.62790
C 2.63121 -5.53950 4.01153
C 2.09619 -4.11584 4.15655
H 0.41756 -5.69500 1.43287
H 0.12054 -6.31785 3.08661
H 2.38100 -7.12159 2.52605
H 2.82256 -5.53972 1.85974
H 2.18399 -6.18171 4.77996
H 3.71650 -5.56941 4.14992
H 1.81746 -3.89416 5.18984
H 2.81982 -3.37801 3.79931
O -5.26243 1.17706 5.25719
S -5.47702 1.98589 4.07572
O -4.53622 2.01390 2.97364
C -7.10109 1.62928 3.43475
C -8.01488 2.60247 4.16457
C -7.27401 3.93874 4.17380
C -5.83056 3.66001 4.58951
H -7.35366 0.58344 3.61748
H -7.08839 1.83182 2.35963
H -8.99000 2.68210 3.67526
H -8.17879 2.26351 5.19447
H -7.29065 4.37193 3.16632
H -7.74709 4.65910 4.84847
H -5.13212 4.34478 4.10188
H -5.70906 3.71423 5.67486
O 7.72495 -3.71723 -0.59237
S 8.83809 -2.79625 -0.49835
O 10.11203 -3.17575 0.07916
C 9.12572 -2.09191 -2.10981
C 8.22432 -0.86693 -2.15057
C 8.37338 -0.19737 -0.78526
C 8.26665 -1.29112 0.27605
H 8.89143 -2.82369 -2.88478
H 10.18046 -1.80678 -2.16694
H 8.50001 -0.19206 -2.96614
H 7.18192 -1.17239 -2.30070
H 9.35651 0.28453 -0.72079
H 7.61700 0.57836 -0.63022
H 8.89100 -1.07028 1.14549
H 7.23058 -1.44397 0.59046
O 10.55755 -2.83253 -4.45352
S 9.75685 -3.40962 -5.51277
O 8.46845 -2.86680 -5.89463
C 10.77143 -3.55860 -6.97018
C 11.42563 -4.92545 -6.83422
C 10.32345 -5.86573 -6.34878
C 9.58958 -5.16206 -5.20845
H 11.49163 -2.73960 -7.00952
H 10.11169 -3.52277 -7.84225
H 11.85710 -5.26054 -7.78194
H 12.23058 -4.88438 -6.09070
H 9.62465 -6.06355 -7.17066
H 10.72786 -6.82916 -6.02296
H 8.52958 -5.42759 -5.18783
H 10.04803 -5.38327 -4.24070
O 3.82495 -0.85349 6.75091
S 4.93809 0.06749 6.84492
O 6.21203 -0.31201 7.42244
C 5.22572 0.77184 5.23347
C 4.32432 1.99681 5.19271
C 4.47338 2.66638 6.55802
C 4.36665 1.57262 7.61933
H 4.99143 0.04005 4.45850
H 6.28046 1.05696 5.17634
H 4.60001 2.67169 4.37714
H 3.28192 1.69135 5.04258
H 5.45651 3.14827 6.62249
H 3.71700 3.44210 6.71306
H 4.99100 1.79346 8.48877
H 3.33058 1.41977 7.93374
*
```

Which value of E_HOMO does entry 1 give?
-8.570 eV